Record 1
{
  "formula": "C27H40Cl4GeNO5PdSSi3",
  "method": "the ωB97M-V functional and the def2-TZVPD basis",
  "elements": ["Pd", "C", "C", "C", "C", "Cl", "C", "C", "C", "O", "C", "C", "O", "O", "H", "H", "H", "H", "H", "H", "H", "H", "Cl", "C", "Cl", "Cl", "C", "O", "O", "C", "Si", "C", "C", "Ge", "Si", "C", "C", "C", "Si", "C", "C", "C", "H", "H", "H", "H", "H", "H", "H", "H", "H", "H", "H", "H", "H", "H", "H", "H", "H", "H", "H", "H", "H", "H", "H", "H", "H", "H", "H", "S", "C", "N", "C", "C", "C", "C", "C", "C", "H", "H", "H", "H", "H"],
  "coordinates": [[0.090300, -0.818500, -0.450200], [6.711700, -2.056800, 0.011500], [6.070000, -2.275200, 1.351200], [6.463800, -3.361700, 2.117200], [5.913400, -3.592100, 3.365700], [6.444100, -4.950200, 4.297300], [4.950300, -2.737400, 3.866600], [4.537400, -1.655400, 3.109900], [5.085500, -1.406300, 1.856700], [4.774200, -0.327900, 1.082500], [3.654000, 0.477000, 1.373000], [2.395300, -0.162600, 0.732500], [1.631900, -0.858300, 1.430200], [2.270600, 0.008800, -0.491100], [6.585800, -2.935900, -0.621600], [7.781800, -1.895100, 0.137700], [6.282600, -1.193700, -0.487800], [7.228800, -4.021700, 1.737600], [4.526800, -2.906700, 4.842400], [3.775900, -1.011600, 3.516700], [3.841100, 1.429000, 0.867700], [3.506500, 0.645700, 2.441900], [-1.136900, 4.133400, -0.419700], [-0.027700, 3.224600, -1.449100], [-0.503300, 3.388800, -3.135900], [1.622100, 3.825500, -1.233900], [-0.080500, 1.733500, -0.995900], [-0.223800, 0.898100, -1.905500], [-0.012300, 1.539100, 0.215100], [-2.657800, -2.808700, -2.463600], [-2.573500, -3.734600, -0.789900], [-2.645900, -5.619400, -1.154300], [-4.168700, -3.397000, 0.230700], [-0.798800, -2.727600, 0.602500], [1.237100, -2.568000, -1.671700], [1.249300, -1.622300, -3.358600], [2.989600, -2.969000, -0.954900], [0.665500, -4.363800, -2.126700], [0.176200, -4.372600, 2.152900], [-1.119900, -4.203400, 3.564000], [1.907600, -3.928400, 2.820200], [0.172900, -6.232400, 1.667700], [-3.679300, -2.696300, -2.809100], [-2.111200, -3.324000, -3.245100], [-2.221100, -1.818100, -2.370300], [-3.608300, -5.858500, -1.595000], [-2.553100, -6.204400, -0.246500], [-1.881000, -5.947800, -1.848500], [-4.910500, -4.166200, 0.045000], [-4.617300, -2.442900, -0.021000], [-3.959700, -3.389600, 1.298100], [1.432400, -0.558800, -3.222600], [0.300900, -1.731800, -3.878600], [2.024500, -2.024500, -4.003100], [3.539700, -2.080400, -0.667800], [3.576600, -3.490100, -1.706800], [2.919600, -3.619700, -0.086300], [-0.171800, -4.369600, -2.814000], [0.398600, -4.946500, -1.249300], [1.495100, -4.859400, -2.619700], [-0.940900, -3.301000, 4.138600], [-1.100300, -5.041300, 4.254000], [-2.126200, -4.131600, 3.156400], [2.073000, -2.858900, 2.752800], [2.698300, -4.420200, 2.261600], [2.009000, -4.223700, 3.859200], [-0.828000, -6.585700, 1.443600], [0.549200, -6.818200, 2.501700], [0.803900, -6.439200, 0.809700], [-4.724000, 0.685100, -0.874900], [-3.063700, 0.365900, -1.253400], [-2.323900, -0.021100, -0.277000], [-3.009500, -0.062800, 0.904700], [-2.483200, -0.391100, 2.155300], [-3.344300, -0.454300, 3.232000], [-4.701600, -0.164000, 3.090300], [-5.226700, 0.218700, 1.872000], [-4.375300, 0.263400, 0.778500], [-2.706300, 0.515200, -2.257900], [-1.414500, -0.529900, 2.270700], [-2.960600, -0.723600, 4.205200], [-5.351100, -0.208800, 3.952200], [-6.268400, 0.474000, 1.767700]],
  "forces_ev_per_a": [[-0.90, -1.13, 0.79], [-0.05, 0.08, 0.00], [-0.22, 0.10, 0.01], [-0.10, 0.14, 0.10], [-0.12, 0.25, -0.12], [0.06, -0.23, 0.17], [0.18, -0.12, -0.06], [-0.05, 0.17, -0.10], [0.20, -0.23, 0.11], [0.46, -0.27, -0.07], [-0.71, 0.22, -0.15], [1.15, 0.34, 0.48], [-0.27, -0.17, 0.54], [0.05, 0.06, -0.77], [-0.03, 0.01, -0.03], [0.06, 0.06, -0.06], [0.03, 0.00, -0.08], [0.06, -0.12, -0.04], [-0.07, -0.06, 0.13], [-0.11, 0.07, -0.01], [-0.05, -0.17, 0.16], [0.10, -0.03, -0.09], [-0.19, 0.29, 0.03], [-0.01, -0.08, 0.08], [-0.05, 0.21, -0.16], [0.09, -0.01, 0.01], [-0.17, 1.00, -0.59], [0.36, -0.22, -0.51], [0.12, -0.59, 0.60], [0.36, -0.17, 0.62], [-1.43, -0.01, -0.18], [0.57, 0.68, 0.32], [0.63, -0.03, -0.28], [1.15, -1.09, -1.64], [1.09, -0.10, -1.00], [0.00, -0.19, 0.98], [-0.87, 0.56, -0.10], [-0.47, 1.01, 0.56], [0.10, -0.39, 1.62], [0.37, 0.07, -0.58], [-0.73, 0.06, -0.58], [-0.22, 0.93, -0.44], [-0.32, -0.02, 0.07], [0.14, -0.19, -0.11], [0.05, 0.11, -0.02], [-0.28, 0.18, -0.08], [0.03, -0.14, 0.22], [0.21, -0.03, -0.09], [-0.13, -0.20, -0.09], [-0.04, 0.28, -0.05], [-0.02, 0.00, 0.17], [0.02, 0.04, 0.09], [-0.20, -0.06, 0.05], [0.24, -0.21, -0.06], [0.02, 0.15, 0.04], [-0.06, -0.14, -0.27], [-0.09, -0.10, 0.15], [-0.22, -0.01, -0.09], [-0.05, -0.31, 0.17], [0.31, 0.04, 0.02], [0.07, 0.25, 0.11], [0.11, -0.21, 0.06], [-0.19, -0.05, -0.03], [0.03, 0.21, -0.04], [0.12, -0.08, -0.15], [-0.14, -0.17, 0.23], [-0.20, -0.05, -0.07], [0.11, 0.13, 0.27], [0.13, -0.04, -0.17], [0.26, -0.09, 0.33], [-0.39, 0.13, 0.06], [0.60, -0.16, -0.51], [-0.85, 0.04, 0.23], [0.00, -0.14, -0.15], [0.09, -0.11, 0.08], [-0.12, 0.09, 0.01], [0.02, -0.03, 0.02], [0.22, 0.02, -0.12], [0.20, -0.05, -0.13], [0.14, 0.02, 0.02], [0.04, 0.02, 0.07], [-0.01, -0.02, 0.06], [-0.16, 0.01, 0.04]],
  "charge": 0,
  "s2": 0.756,
  "homo_ev": [-7.9, -8.1],
  "largest_force_ev_per_a": 2.3,
  "gap_ev": [5.5296, 5.7632],
  "relative_energy_ev": 2.789,
  "mol_weight_g_mol": 895.786,
  "spin_multiplicity": 2
}

Record 2
{
  "formula": "C4H5NOS",
  "method": "the ωB97M-V functional and the def2-TZVPD basis",
  "elements": ["C", "S", "C", "C", "N", "C", "O", "H", "H", "H", "H", "H"],
  "coordinates": [[1.945183, -1.215514, -0.035064], [1.473224, 0.170200, 1.000897], [-0.182738, 0.405785, 0.378254], [-1.157011, 1.129290, 1.022395], [-2.132050, 1.362561, 0.131396], [-1.871945, 0.608675, -0.962852], [-0.630220, 0.105558, -0.860437], [2.671456, -2.059738, 0.564099], [0.979429, -1.716921, -0.273748], [2.430660, -0.852761, -1.023420], [-1.156358, 1.625168, 2.013441], [-2.369631, 0.437698, -1.954961]],
  "forces_ev_per_a": [[1.59, -2.31, -0.38], [-0.73, 0.00, -0.60], [0.48, 0.60, 1.60], [1.36, 0.37, -0.06], [-2.45, -1.76, -2.99], [0.07, 2.33, 1.73], [0.88, -0.97, -0.08], [-2.01, 2.68, -1.73], [0.98, 0.03, 0.02], [-0.65, -0.80, 1.81], [0.14, -0.65, -0.89], [0.36, 0.47, 1.56]],
  "charge": 0,
  "homo_ev": -8.3,
  "largest_force_ev_per_a": 4.2,
  "gap_ev": 8.9484,
  "relative_energy_ev": 1.833,
  "mol_weight_g_mol": 115.157,
  "spin_multiplicity": 1,
  "smiles": "CSc1cnco1"
}

Record 3
{
  "formula": "C5H7NS2",
  "method": "the ωB97M-V functional and the def2-TZVPD basis",
  "elements": ["C", "C", "C", "S", "N", "C", "S", "C", "H", "H", "H", "H", "H", "H", "H"],
  "coordinates": [[0.320174, 1.351830, 1.678785], [0.043788, 0.760683, 0.237130], [-1.259877, 0.182130, -0.159580], [-1.438833, 0.136993, -1.851768], [-0.366643, -1.449130, -2.030159], [0.647875, -1.356709, -1.021141], [2.297021, -2.034063, -1.337593], [0.035148, -0.711699, 0.248662], [1.282957, 1.156656, 2.007026], [-0.285928, 0.869294, 2.412897], [0.300162, 2.587231, 1.782892], [0.366879, 1.081060, -0.751691], [-2.049236, 0.232189, 0.627533], [-0.181258, -1.657015, -2.979712], [0.287771, -1.149449, 1.136717]],
  "forces_ev_per_a": [[-0.96, 3.71, -2.23], [0.97, 1.36, 1.17], [0.46, -1.41, 3.84], [-0.08, -2.34, -1.81], [0.16, 2.71, 3.78], [0.53, -1.80, -2.09], [-3.99, 1.66, 1.12], [-0.04, 0.73, -4.74], [2.18, -0.67, 0.14], [-0.99, -0.06, 0.33], [-0.57, -3.29, -0.45], [1.36, 1.25, 0.94], [0.21, -0.38, -1.27], [0.88, -0.14, -0.92], [-0.13, -1.34, 2.18]],
  "charge": 0,
  "homo_ev": -8.5,
  "largest_force_ev_per_a": 4.8,
  "gap_ev": 8.1153,
  "relative_energy_ev": 3.469,
  "mol_weight_g_mol": 145.252,
  "spin_multiplicity": 1,
  "smiles": "C[C@@H]1[C@H]2SNC(=S)[C@@H]12"
}

Question: What is the charge in the third record?
Answer: 0

Question: Look up the charge of the second one.
Answer: 0